27
Properties=species:S:1:pos:R:3:forces:R:3 method="wB97M-V/def2-TZVPD" orbital_gap_ev=10.7 homo_ev=-10.742 e_tot_ha=-687.81031 largest_force_ha_per_bohr=0.234 de_lowest_kj_mol=565.74 lumo_energy_ev=-0.1
O 31.85300 44.47200 33.79500 1.33 1.48 -0.54
H 31.56800 43.69700 34.19100 -0.14 -2.66 1.69
H 31.03400 44.70100 33.39200 -1.04 1.28 -1.11
O 29.56200 47.79000 33.09200 -0.98 5.06 0.34
H 28.78100 48.36800 33.02900 0.25 -0.30 0.16
H 30.26100 48.28500 32.69300 1.01 0.40 -0.59
O 31.72100 46.78300 30.36900 -3.47 0.13 -0.74
H 31.07300 47.26300 29.78500 1.70 0.51 0.13
H 30.95500 46.15300 30.53800 1.90 -0.45 0.60
O 28.45200 44.97900 35.23600 0.94 0.27 0.67
H 28.32100 45.53100 36.00100 1.27 1.02 0.75
H 27.56300 44.72300 35.21600 -2.30 -1.52 -1.03
O 30.32200 44.38200 30.47600 -1.25 -0.25 2.00
H 29.66700 43.92600 29.97300 -0.34 -0.57 -1.72
H 29.75400 44.36500 31.29800 1.39 0.82 -0.30
O 29.38600 45.67100 32.84000 -1.73 -10.51 1.38
H 29.03400 45.36200 33.79600 0.97 0.17 -2.51
H 29.41800 46.52100 33.04800 0.55 5.10 0.32
O 30.46400 47.44700 35.56100 4.82 1.66 9.99
H 30.28700 47.33100 34.76400 -4.35 -1.75 -11.08
H 31.42000 47.52600 35.31400 -0.32 0.01 1.74
O 26.65500 45.74400 32.40600 1.42 -2.33 2.93
H 27.68600 45.64000 32.41400 -2.10 0.32 -0.27
H 26.44100 45.09600 33.21400 0.43 2.06 -2.93
O 27.51000 42.65000 32.89000 2.33 -1.98 -2.74
H 28.52100 42.53400 32.97900 -2.31 0.37 0.09
H 27.38400 42.14000 31.98400 0.02 1.63 2.76